Entry 1:
Density functional theory data (wB97M-V/def2-TZVPD) for a structure of composition C18H19N3O5PdS in a non-equilibrium geometry.

Calculated values
* orbital gap (spin up / spin down): 0.341 / 0.186 hartree
* net charge: +4
* 2S+1: 5
* HOMO energy (spin up / spin down): -0.799 / -0.799 Ha

The geometry in XYZ format:
```
47
C18H19N3O5PdS, DFT wB97M-V/def2-TZVPD
Pd 1.5770 1.4130 -0.5750
O -0.6778 4.9810 0.4050
C 0.1738 4.1069 0.0293
O -0.0946 2.9632 -0.3618
C 1.6144 4.5403 0.0806
C 2.0658 5.8492 0.2509
C 3.4382 6.0595 0.2882
C 4.3236 4.9964 0.1271
C 3.7917 3.7195 -0.0764
N 2.4734 3.5426 -0.0731
C 4.5205 2.4198 -0.3982
O 5.7823 2.2696 -0.2736
O 3.8123 1.4934 -0.8086
H -1.6247 4.7330 0.3820
H 1.3606 6.6635 0.3439
H 3.8134 7.0683 0.4352
H 5.3905 5.1802 0.1514
H 6.3608 2.9917 0.0364
C -1.3112 -1.0526 -4.1179
C 0.0880 -1.2935 -3.6098
C 0.3559 -0.7704 -2.1881
N -0.4070 -1.4887 -1.1824
C -0.2579 -1.3841 0.1181
S 0.8247 -0.2731 0.8923
N -0.9743 -2.1608 0.9770
C -2.1028 -2.9411 0.6393
O -2.5093 -2.9676 -0.4859
C -2.7046 -3.6793 1.7997
C -2.0023 -4.6715 2.4818
C -2.6461 -5.4246 3.4647
C -3.8919 -5.0978 3.9767
C -4.5878 -4.1057 3.2943
C -3.9915 -3.3832 2.2653
H -1.5004 -1.6719 -4.9992
H -1.4575 -0.0430 -4.5216
H -2.0795 -1.2300 -3.3660
H 0.8170 -0.8421 -4.2924
H 0.3190 -2.3699 -3.6513
H 0.0616 0.3203 -2.1743
H 1.4424 -0.8929 -1.9768
H -1.1539 -2.1265 -1.5035
H -0.7318 -2.0693 1.9588
H -0.9680 -4.8850 2.2461
H -2.2343 -6.3961 3.7548
H -4.3482 -5.6615 4.7794
H -5.6285 -3.9234 3.5573
H -4.5193 -2.5064 1.8998
```

How is the electron density shared among the atoms? According to Löwdin, the charges in e are:
1. Pd 0.968
2. O 0.261
3. C -0.418
4. O -0.002
5. C -0.128
6. C 0.099
7. C 0.062
8. C 0.092
9. C -0.118
10. N 0.109
11. C -0.402
12. O 0.274
13. O 0.002
14. H 0.199
15. H 0.155
16. H 0.155
17. H 0.148
18. H 0.185
19. C -0.075
20. C -0.210
21. C -0.198
22. N 0.119
23. C -0.574
24. S 1.029
25. N 0.131
26. C -0.331
27. O 0.198
28. C -0.088
29. C 0.092
30. C 0.088
31. C 0.055
32. C 0.074
33. C 0.117
34. H 0.107
35. H 0.098
36. H 0.074
37. H 0.138
38. H 0.138
39. H 0.131
40. H 0.131
41. H 0.155
42. H 0.153
43. H 0.155
44. H 0.171
45. H 0.155
46. H 0.161
47. H 0.164

Entry 2:
Density functional theory data (wB97M-V/def2-TZVPD) for the molecule C18H19N5 in a non-equilibrium geometry.

Calculated values
* energy above the lowest of the compared OMol25 structures with the same formula, charge and spin: 0.9073 eV
* orbital gap: 0.279 hartree
* HOMO energy: -0.273 Ha

The geometry in XYZ format:
```
42
C18H19N5, DFT wB97M-V/def2-TZVPD
N 2.8612 -0.3419 0.3532
N -0.4818 0.9507 -0.3573
C 3.0240 -1.6473 0.5911
C 0.8071 0.9111 -0.1994
C 0.7934 -1.4523 0.3462
C 1.7918 -2.3542 0.5850
C -5.6172 -2.2780 -0.1891
C -5.0302 -3.5000 0.1467
C -1.2136 -0.2228 -0.1904
C -0.6588 -1.4440 0.1869
C -4.8434 -1.1661 -0.3683
C -3.6414 -3.6214 0.2519
C -2.6127 -0.1545 -0.3873
C -1.4508 -2.5982 0.3043
C -3.4412 -1.2690 -0.2422
C -2.8232 -2.4934 0.1145
N 1.4911 -0.2548 0.2271
N 1.5149 2.0695 -0.4179
N 3.2296 4.3528 -0.7773
C 1.6487 -3.7936 0.9587
C 4.2685 4.3703 0.2452
C 1.0105 3.3206 -0.9142
C 1.8104 4.4826 -0.4135
H 4.0158 -2.1058 0.7925
H -6.7051 -2.1809 -0.2470
H -5.6358 -4.3807 0.2484
H -5.2567 -0.2226 -0.6822
H -3.2276 -4.6186 0.4308
H -3.0522 0.7811 -0.7031
H -1.0461 -3.5563 0.6059
H 2.5220 1.9635 -0.4646
H 3.4875 4.9776 -1.5326
H 0.8883 -4.2441 0.3592
H 2.5559 -4.3075 0.7728
H 1.3377 -3.8128 1.9893
H 5.2742 4.2981 -0.2273
H 4.1021 3.5302 0.9157
H 4.2232 5.2936 0.8285
H -0.0493 3.4727 -0.6500
H 0.9917 3.2918 -2.0205
H 1.4688 5.3841 -0.9229
H 1.6688 4.5708 0.6532
```

How is the electron density shared among the atoms? According to Löwdin, the charges in e are:
1. N 0.098
2. N 0.160
3. C -0.091
4. C -0.274
5. C -0.082
6. C -0.220
7. C -0.094
8. C -0.081
9. C -0.205
10. C -0.069
11. C -0.037
12. C -0.029
13. C 0.047
14. C 0.047
15. C -0.172
16. C -0.189
17. N -0.013
18. N 0.067
19. N -0.145
20. C -0.039
21. C -0.135
22. C -0.215
23. C -0.223
24. H 0.125
25. H 0.107
26. H 0.093
27. H 0.109
28. H 0.115
29. H 0.115
30. H 0.105
31. H 0.115
32. H 0.099
33. H 0.058
34. H 0.066
35. H 0.088
36. H 0.088
37. H 0.069
38. H 0.067
39. H 0.119
40. H 0.125
41. H 0.115
42. H 0.115

Entry 3:
Density functional theory data (wB97M-V/def2-TZVPD) for a cluster of 2 separate species, C18H19O7S3 in total in a non-equilibrium geometry.

Calculated values
* orbital gap: 0.209 hartree
* net charge: -1
* HOMO energy: -0.115 Ha

The geometry in XYZ format:
```
47
C18H19O7S3, DFT wB97M-V/def2-TZVPD
C -5.7952 2.2944 0.8056
O -5.1573 1.2430 1.5712
C -3.8956 0.8633 1.2400
C -3.1018 1.5335 0.2770
C -1.7785 1.1604 0.1167
C -1.2060 0.1213 0.8815
C 0.2141 -0.2158 0.7469
C 1.1998 0.6181 1.1308
S 2.9524 0.2076 1.1681
O 3.3587 0.0937 2.5483
O 3.1944 -0.8676 0.2360
C 3.6150 1.7105 0.4184
C 3.5642 2.9153 1.3324
C 2.3786 2.9705 2.2764
S 0.8469 2.3034 1.6272
O 0.5581 3.0376 0.4115
O -0.1017 2.2737 2.7206
C -2.0414 -0.5920 1.7695
C -3.3419 -0.2022 1.9905
H -6.8190 2.2900 1.1837
H -5.3323 3.2764 0.9916
H -5.7927 2.0883 -0.2759
H -3.5018 2.3581 -0.3149
H -1.1772 1.6226 -0.6630
H 0.4529 -1.2517 0.5435
H 4.6434 1.3975 0.2000
H 3.0856 1.8662 -0.5318
H 4.4797 2.9272 1.9316
H 3.5743 3.8245 0.7242
H 2.5665 2.4527 3.2234
H 2.0675 4.0074 2.4611
H -1.6132 -1.4480 2.2987
H -3.9695 -0.6969 2.7244
C 1.3794 -5.1989 -2.8314
C 1.7574 -4.3409 -3.8744
C 1.4082 -2.9879 -3.8153
C 0.6976 -2.5218 -2.7087
S 0.3110 -0.7316 -2.6812
O -1.1433 -0.5144 -2.6864
O 1.0811 -0.1464 -1.5826
C 0.2555 -3.3665 -1.7010
C 0.6266 -4.7209 -1.7540
H 1.6436 -6.2548 -2.8793
H 2.2999 -4.7218 -4.7432
H 1.6567 -2.3003 -4.6300
H -0.3969 -2.9824 -0.9159
H 0.2963 -5.3942 -0.9619
```

How is the electron density shared among the atoms? According to Löwdin, the charges in e are:
1. C -0.074
2. O -0.103
3. C -0.269
4. C 0.004
5. C -0.029
6. C -0.221
7. C -0.065
8. C -0.332
9. S 0.661
10. O -0.312
11. O -0.299
12. C -0.236
13. C -0.244
14. C -0.256
15. S 0.674
16. O -0.302
17. O -0.303
18. C -0.026
19. C -0.012
20. H 0.083
21. H 0.092
22. H 0.092
23. H 0.106
24. H 0.115
25. H 0.117
26. H 0.108
27. H 0.119
28. H 0.116
29. H 0.117
30. H 0.103
31. H 0.110
32. H 0.120
33. H 0.109
34. C -0.119
35. C -0.106
36. C -0.104
37. C -0.339
38. S 0.639
39. O -0.515
40. O -0.507
41. C -0.081
42. C -0.099
43. H 0.087
44. H 0.091
45. H 0.094
46. H 0.104
47. H 0.091

Entry 4:
Density functional theory data (wB97M-V/def2-TZVPD) for a structure of composition C18H20BF6MnN9O4S2 in a non-equilibrium geometry.

Calculated values
* energy above the lowest of the compared OMol25 structures with the same formula, charge and spin: 0.0000 eV
* orbital gap (spin up / spin down): 0.248 / 0.188 hartree
* net charge: +2
* 2S+1: 6
* HOMO energy (spin up / spin down): -0.544 / -0.544 Ha

The geometry in XYZ format:
```
61
C18H20BF6MnN9O4S2, DFT wB97M-V/def2-TZVPD
Mn 0.4075 -0.6766 0.9718
C 3.5530 0.4063 1.8316
C 2.8230 1.0608 0.7121
C 3.2655 2.0247 -0.1976
C 2.2019 2.2607 -1.0393
N 1.1553 1.5074 -0.6543
N 1.5525 0.7589 0.4075
B -0.2585 1.2825 -1.2528
N -1.2811 1.3612 -0.0906
C -2.3987 2.0860 0.0957
C -2.8658 1.8661 1.3695
C -1.9749 0.9597 1.9517
C -2.0282 0.3992 3.3273
N -1.0319 0.6611 1.0475
N -0.3284 -0.0461 -1.9511
C -0.6666 -0.5028 -3.1760
C -0.3434 -1.8329 -3.2437
C 0.2098 -2.1536 -1.9970
C 0.7543 -3.4824 -1.5906
N 0.2163 -1.0754 -1.2125
N -0.5498 2.5458 -2.1540
C -0.4518 3.8902 -1.6884
C -0.7992 4.6980 -2.7195
C -1.1081 3.8456 -3.7931
C -1.5385 4.0997 -5.1647
N -0.9351 2.5010 -3.3690
H 4.3894 1.0285 2.1429
H 3.9454 -0.5601 1.5171
H 2.9108 0.2567 2.7005
H 4.2376 2.4837 -0.2326
H 2.1359 2.9138 -1.8940
H -2.8046 2.6956 -0.6950
H -3.7407 2.2914 1.8289
H -2.9434 -0.1780 3.4549
H -2.0490 1.2179 4.0463
H -1.1819 -0.2411 3.5597
H -1.1052 0.1443 -3.9111
H -0.4800 -2.4926 -4.0823
H -0.0480 -4.1926 -1.3915
H 1.3979 -3.4118 -0.7178
H 1.3504 -3.8802 -2.4118
H -0.1460 4.0880 -0.6742
H -0.8356 5.7741 -2.7232
H -1.6823 5.1568 -5.3651
H -2.4595 3.5441 -5.3689
H -0.7917 3.6889 -5.8547
F -2.0311 -2.7120 3.8642
C -2.2951 -3.6361 2.9527
F -3.4945 -3.4335 2.4377
F -2.2064 -4.8346 3.4832
S -1.0662 -3.5222 1.5717
O -1.0796 -2.0891 1.1627
O -1.4357 -4.4793 0.6027
N 0.3253 -3.8670 2.3034
S 1.2623 -2.6653 2.5163
O 0.7187 -1.5085 3.2151
O 1.7983 -2.0897 1.2163
C 2.7196 -3.3796 3.4324
F 3.5653 -2.3859 3.6199
F 2.2825 -3.8476 4.5760
F 3.2585 -4.3217 2.6968
```

How is the electron density shared among the atoms? According to Löwdin, the charges in e are:
1. Mn 1.048
2. C 0.003
3. C -0.255
4. C 0.042
5. C -0.012
6. N 0.043
7. N -0.013
8. B -0.615
9. N 0.041
10. C -0.017
11. C 0.037
12. C -0.262
13. C 0.011
14. N 0.006
15. N 0.029
16. C -0.028
17. C 0.022
18. C -0.285
19. C 0.002
20. N 0.059
21. N 0.044
22. C 0.034
23. C 0.045
24. C -0.177
25. C 0.024
26. N 0.219
27. H 0.104
28. H 0.091
29. H 0.083
30. H 0.130
31. H 0.139
32. H 0.138
33. H 0.131
34. H 0.102
35. H 0.107
36. H 0.052
37. H 0.112
38. H 0.125
39. H 0.081
40. H 0.062
41. H 0.101
42. H 0.151
43. H 0.141
44. H 0.105
45. H 0.120
46. H 0.123
47. F 0.164
48. C -0.685
49. F 0.186
50. F 0.200
51. S 0.723
52. O -0.364
53. O -0.185
54. N -0.242
55. S 0.710
56. O -0.305
57. O -0.367
58. C -0.687
59. F 0.187
60. F 0.210
61. F 0.209

Entry 5:
Density functional theory data (wB97M-V/def2-TZVPD) for the molecule C18H20BNO4 in a non-equilibrium geometry.

Calculated values
* orbital gap: 0.324 hartree
* HOMO energy: -0.306 Ha

The geometry in XYZ format:
```
44
C18H20BNO4, DFT wB97M-V/def2-TZVPD
O -0.5869 -3.8184 0.4595
O -2.6013 -1.8008 0.3315
O -2.3353 0.4320 1.2737
O 2.7416 2.4427 1.2595
B -1.8287 -0.8328 1.0069
C 0.1014 -2.9823 -0.1042
C -0.9960 -0.9538 -4.4200
C 0.3776 4.9217 2.6858
C -1.7181 -1.9219 -3.7861
C 0.3531 -0.8170 -4.1670
C -0.7965 4.1842 2.5611
C 1.5803 4.3963 2.3377
C -1.1104 -2.7404 -2.8574
C 0.9596 -1.6102 -3.1993
C -0.7517 2.8823 2.0916
C 1.6485 3.1093 1.7844
C 0.2169 -2.6074 -2.5375
C 0.4750 2.3886 1.6663
N 0.3433 -1.7312 0.3823
C 0.7753 -3.3855 -1.4146
C 2.2791 1.0978 0.9784
C 0.7657 1.0315 1.1410
C 0.3157 -0.0559 2.1369
C -0.3741 -1.2384 1.5226
H -2.1188 -2.6546 0.2786
H -3.2457 0.5400 0.9106
H -1.4801 -0.3173 -5.1624
H 0.3578 5.9226 3.1200
H -2.8072 -1.9746 -3.9067
H 0.9359 -0.1466 -4.7783
H -1.7622 4.6055 2.8245
H 2.4816 4.9687 2.4144
H -1.6643 -3.5299 -2.3598
H 1.9908 -1.4568 -2.9454
H -1.6577 2.2934 1.9678
H 0.7467 -1.0520 -0.2431
H 0.6685 -4.4589 -1.5636
H 1.8644 -3.2385 -1.2741
H 2.5770 0.8402 -0.0422
H 2.7838 0.4311 1.6716
H 0.2025 0.9147 0.1902
H 1.2130 -0.4167 2.6475
H -0.3705 0.3937 2.8934
H -0.5493 -2.0544 2.2240
```

How is the electron density shared among the atoms? According to Löwdin, the charges in e are:
1. O 0.059
2. O 0.136
3. O 0.138
4. O -0.006
5. B -0.554
6. C -0.466
7. C -0.104
8. C -0.102
9. C -0.080
10. C -0.082
11. C -0.085
12. C -0.015
13. C -0.044
14. C -0.033
15. C -0.017
16. C -0.196
17. C -0.246
18. C -0.144
19. N 0.130
20. C -0.064
21. C -0.105
22. C -0.225
23. C -0.099
24. C -0.206
25. H 0.070
26. H 0.137
27. H 0.109
28. H 0.109
29. H 0.117
30. H 0.102
31. H 0.100
32. H 0.109
33. H 0.128
34. H 0.103
35. H 0.099
36. H 0.135
37. H 0.131
38. H 0.133
39. H 0.126
40. H 0.121
41. H 0.160
42. H 0.122
43. H 0.139
44. H 0.159

Entry 6:
Density functional theory data (wB97M-V/def2-TZVPD) for a cluster of 5 separate species, C18H20Cl6O4 in total in a non-equilibrium geometry.

Calculated values
* energy above the lowest of the compared OMol25 structures with the same formula, charge and spin: 0.2187 eV
* orbital gap: 0.307 hartree
* HOMO energy: -0.374 Ha

The geometry in XYZ format:
```
48
C18H20Cl6O4, DFT wB97M-V/def2-TZVPD
C -4.1963 -4.9565 -0.9750
C -3.1058 -4.6981 -0.2879
C -2.5390 -5.6331 0.8200
O -1.6165 -5.2945 1.5606
C -3.2101 -6.9415 0.9878
C -4.3220 -7.2558 0.3261
C -4.8426 -6.3459 -0.7336
O -5.7586 -6.6650 -1.4896
H -4.6741 -4.2150 -1.6197
H -2.5548 -3.7551 -0.3142
H -2.7788 -7.6505 1.6924
H -4.7975 -8.1876 0.3380
C 3.5532 3.7951 -0.2253
C 4.5315 4.0410 -1.0960
C 5.9474 3.3857 -1.0739
O 6.8732 3.7491 -1.7772
C 6.1402 2.5083 0.1325
C 5.1730 2.2348 1.0054
C 3.7636 2.8695 0.9214
O 2.8804 2.5391 1.6850
H 2.6392 4.3037 -0.3245
H 4.4378 4.6843 -1.9703
H 7.1344 2.0807 0.2283
H 5.2483 1.6010 1.8576
Cl -0.5622 4.7637 1.2916
C -1.4624 3.8552 2.5972
C -0.7697 3.6571 3.8688
Cl -0.2050 5.2965 4.4269
H -1.5214 2.8952 2.1537
H -2.3954 4.4124 2.6558
H 0.1677 3.0704 3.8095
H -1.4113 3.2434 4.6172
Cl 0.9305 -1.4634 -4.2204
C -0.1584 0.0013 -4.0091
C -1.6064 -0.3675 -4.3549
Cl -1.8141 -0.8225 -5.9827
H 0.2528 0.7597 -4.6863
H -0.0236 0.3238 -2.9720
H -2.3845 0.3210 -4.0501
H -1.9553 -1.1968 -3.7684
Cl -0.4681 -0.7010 -0.3911
C -0.0855 0.8302 0.4306
C 0.5028 0.6606 1.8231
Cl -0.7574 0.1613 2.9751
H -1.0069 1.4093 0.4460
H 0.6645 1.2169 -0.2340
H 0.8837 1.6115 2.2052
H 1.2597 -0.1319 1.7004
```

How is the electron density shared among the atoms? According to Löwdin, the charges in e are:
1. C 0.016
2. C 0.008
3. C -0.340
4. O 0.086
5. C 0.012
6. C 0.022
7. C -0.339
8. O 0.077
9. H 0.121
10. H 0.108
11. H 0.124
12. H 0.104
13. C 0.009
14. C 0.039
15. C -0.339
16. O 0.103
17. C 0.005
18. C 0.036
19. C -0.340
20. O 0.077
21. H 0.096
22. H 0.117
23. H 0.119
24. H 0.106
25. Cl 0.493
26. C -0.638
27. C -0.621
28. Cl 0.509
29. H 0.008
30. H 0.078
31. H 0.065
32. H 0.073
33. Cl 0.479
34. C -0.597
35. C -0.753
36. Cl 0.607
37. H 0.066
38. H 0.019
39. H 0.073
40. H 0.050
41. Cl 0.572
42. C -0.657
43. C -0.649
44. Cl 0.575
45. H 0.055
46. H 0.054
47. H 0.030
48. H 0.082